Record 1
ORCA calculation (the ωB97M-V functional and the def2-TZVPD basis) on a 2-piece molecular cluster, C5H10O2 overall at a distorted geometry.

Summary:
Energy relative to the best compared isomer or geometry (same formula, charge and spin), kJ/mol: 395.17
E, Ha: -346.87492
Lowest unoccupied orbital energy, eV: 0.7915
Gap between HOMO and LUMO, Ha: 0.3342
Molar mass, g/mol: 102.133

Structure (XYZ):
```
17
Properties=species:S:1:pos:R:3:forces:R:3
O -1.3745 1.2301 -0.8070 0.309 -0.528 0.024
O -1.3039 -1.2450 0.3889 -0.820 0.184 -0.751
C 0.1040 2.7516 -1.4448 0.254 0.918 -0.063
C 0.1540 -1.4849 2.1596 0.335 0.089 1.041
C -0.0453 -1.4239 0.8711 0.330 -0.333 0.673
C -0.0890 1.3551 -1.0333 -0.324 0.167 -0.162
C 1.0097 -1.6127 -0.1131 0.564 -0.253 -1.911
H -1.9110 -1.2101 1.1449 0.174 -0.046 -0.271
H 2.0465 -1.7140 0.2116 -0.401 0.093 0.722
H -0.6603 -1.3386 2.8520 0.054 -0.045 0.335
H -0.8228 3.3295 -1.3481 0.167 0.138 -0.168
H 0.9998 -0.7844 -0.8130 -0.055 0.241 -0.112
H 0.5004 2.8017 -2.4629 -0.118 -0.153 -0.048
H 1.1613 -1.6581 2.4838 0.081 -0.005 0.487
H 0.8117 -2.4969 -0.7143 -0.190 -0.267 -0.098
H 0.8973 3.2003 -0.8432 0.011 -0.021 0.117
H -1.4778 0.3002 -0.5324 -0.371 -0.180 0.184
```
Forces are in eV/Å.

Atomic partial charges in e from the Mulliken method, atoms 1 to 4: -0.3995, -0.5578, -0.9924, -1.0039

***

Record 2
ORCA calculation (the ωB97M-V functional and the def2-TZVPD basis) on a 2-piece molecular cluster, C5H10O2 overall at a distorted geometry.

Summary:
Energy relative to the best compared isomer or geometry (same formula, charge and spin), kJ/mol: 435.08
E, Ha: -346.85972
Lowest unoccupied orbital energy, eV: 0.3386
Structure (SMILES): C=C/C=C(/C)O.O
Gap between HOMO and LUMO, Ha: 0.3232
Molar mass, g/mol: 102.133

Structure (XYZ):
```
17
Properties=species:S:1:pos:R:3:forces:R:3
O -2.6340 -1.8746 1.1039 1.613 2.331 -2.980
O -0.2339 0.9853 1.7359 -1.380 -0.192 -2.182
C -0.5759 -0.4590 -1.0842 1.675 -0.797 -0.458
C 1.8632 1.7040 0.8637 1.846 -2.360 -1.798
C 0.6344 0.8875 0.6345 2.119 -0.137 0.617
C 0.6773 0.2359 -0.5850 -3.479 -1.936 2.493
C -0.7302 -1.2681 -2.1923 0.652 1.571 -0.333
H 0.1624 -1.6687 -2.8073 -1.406 1.119 1.087
H 0.0601 0.5996 2.5749 0.552 -0.029 -0.747
H -1.6984 -1.2183 -2.7633 0.746 -0.979 1.172
H 2.1062 2.0338 1.8017 -0.242 1.024 2.600
H -2.5589 -0.8984 0.7869 -0.808 -2.057 1.623
H 1.9452 2.4884 0.1563 -0.024 0.953 -0.531
H 2.7486 1.0366 0.6543 -0.667 0.561 -0.152
H -2.0761 -2.1736 0.3173 -0.973 -0.447 1.561
H -1.3427 -0.2973 -0.3236 -0.464 0.525 -1.145
H 1.6527 -0.1129 -0.8738 0.240 0.848 -0.827
```
Forces are in eV/Å.

Atomic partial charges in e from the Mulliken method, atoms 1 to 4: -0.6515, -0.5196, 0.0284, -1.2421

***

Record 3
ORCA calculation (the ωB97M-V functional and the def2-TZVPD basis) on the molecule C5H10O2.

Summary:
Energy relative to the best compared isomer or geometry (same formula, charge and spin), kJ/mol: 202.17
E, Ha: -346.94843
Lowest unoccupied orbital energy, eV: 1.0343
Structure (SMILES): C[C@@H](O)[C@H]1CCO1
Gap between HOMO and LUMO, Ha: 0.4074
Molar mass, g/mol: 102.133

Structure (XYZ):
```
17
Properties=species:S:1:pos:R:3:forces:R:3
O -1.0088 1.4225 0.7544 0.076 0.050 0.104
O 1.0057 -0.1684 1.1510 -0.031 -0.081 0.132
C 2.1591 0.2630 0.3999 0.311 0.104 -0.009
C -2.2655 -0.5493 0.0925 -0.049 -0.026 0.041
C 1.4484 0.0071 -0.9335 0.030 0.050 -0.117
C -1.0447 0.3343 -0.1410 -0.088 -0.198 -0.226
C 0.2760 -0.4644 -0.0620 -0.169 -0.141 -0.128
H 1.2338 0.9016 -1.5246 0.045 -0.134 0.115
H -0.3710 1.1753 1.4443 -0.051 0.080 -0.074
H -2.2130 -1.0589 1.0618 0.040 0.101 -0.110
H 1.8964 -0.7587 -1.5711 -0.069 0.140 0.110
H 3.0254 -0.3751 0.6080 -0.135 0.090 -0.028
H -1.1165 0.7574 -1.1536 0.013 -0.075 0.113
H 2.4156 1.3066 0.6129 -0.052 -0.143 -0.007
H -3.1738 0.0599 0.0731 0.120 -0.087 0.001
H 0.0726 -1.5412 -0.1180 0.000 0.148 -0.053
H -2.3398 -1.3117 -0.6941 0.010 0.122 0.135
```
Forces are in eV/Å.

Atomic partial charges in e from the Mulliken method, atoms 1 to 4: -0.5821, -0.5563, -0.3218, -1.4705

***

Record 4
ORCA calculation (the ωB97M-V functional and the def2-TZVPD basis) on a 2-piece molecular cluster, C5H10O2 overall.

Summary:
Energy relative to the best compared isomer or geometry (same formula, charge and spin), kJ/mol: 184.77
E, Ha: -346.95506
Lowest unoccupied orbital energy, eV: 0.8520
Structure (SMILES): C/C=C\O.CC=O
Gap between HOMO and LUMO, Ha: 0.3427
Molar mass, g/mol: 102.133

Structure (XYZ):
```
17
Properties=species:S:1:pos:R:3:forces:R:3
O -0.8289 0.6307 -1.7079 -0.354 0.290 0.316
O -0.3705 -1.8198 -0.4414 0.105 0.118 -0.110
C 2.0198 0.1032 -0.2721 0.017 0.009 -0.084
C -1.5235 1.2862 -0.9565 0.222 -0.178 -0.219
C -1.8610 0.8807 0.4485 -0.019 -0.059 0.007
C 0.4376 -1.6584 0.6362 0.171 0.012 0.255
C 1.4657 -0.8179 0.7793 -0.111 -0.102 -0.019
H -2.0102 -0.2013 0.4964 0.006 0.159 0.005
H 0.1511 -2.3357 1.4377 0.092 0.105 -0.073
H -1.9285 2.2532 -1.3119 0.057 -0.059 0.029
H -2.7368 1.4162 0.8230 0.125 -0.062 -0.083
H -0.3057 -1.0442 -1.0315 -0.034 -0.096 0.045
H 1.6435 -0.1354 -1.2717 0.049 0.045 0.149
H 1.7819 1.1576 -0.0770 0.019 -0.154 -0.009
H 3.1126 0.0242 -0.3058 -0.160 0.020 0.017
H 1.9677 -0.8338 1.7438 -0.084 -0.045 -0.126
H -1.0035 1.1153 1.0929 -0.101 -0.004 -0.100
```
Forces are in eV/Å.

Atomic partial charges in e from the Mulliken method, atoms 1 to 4: -0.5302, -0.5278, -1.0107, 0.2090

***

Record 5
ORCA calculation (the ωB97M-V functional and the def2-TZVPD basis) on the molecule C5H10O2.

Summary:
Energy relative to the best compared isomer or geometry (same formula, charge and spin), kJ/mol: 152.87
E, Ha: -346.96721
Lowest unoccupied orbital energy, eV: 0.9704
Structure (SMILES): OC[C@H]1CCCO1
Gap between HOMO and LUMO, Ha: 0.3982
Molar mass, g/mol: 102.133

Structure (XYZ):
```
17
Properties=species:S:1:pos:R:3:forces:R:3
O 2.4918 0.3404 0.1531 -0.112 -0.121 0.036
O 0.2595 0.8020 -0.9152 0.125 0.098 -0.143
C 1.7756 -0.8631 0.0413 -0.401 -0.427 -0.079
C -1.7273 0.3822 0.1636 0.003 0.035 -0.064
C -0.6837 1.4579 -0.0686 -0.135 0.185 0.000
C 0.3474 -0.5884 -0.5536 0.023 -0.115 0.063
C -0.8232 -0.8236 0.4209 0.066 -0.070 0.053
H -2.4485 0.6019 0.9586 0.212 -0.078 -0.137
H -2.2527 0.2460 -0.7885 -0.142 -0.013 0.220
H -0.4480 -0.7993 1.4502 -0.086 -0.033 -0.084
H 1.9042 0.9575 -0.3182 0.338 0.306 0.037
H -1.0572 2.3303 -0.6063 0.036 -0.057 -0.002
H 2.3113 -1.5834 -0.5945 -0.054 0.196 0.029
H -0.2005 1.8035 0.8590 -0.102 -0.174 -0.085
H -1.3241 -1.7812 0.2586 0.115 0.094 0.011
H 0.2123 -1.1479 -1.4876 0.036 0.041 0.224
H 1.6631 -1.3348 1.0273 0.078 0.132 -0.080
```
Forces are in eV/Å.

Atomic partial charges in e from the Mulliken method, atoms 1 to 4: -0.5477, -0.5524, -0.5739, -0.5487

***

Record 6
ORCA calculation (the ωB97M-V functional and the def2-TZVPD basis) on the molecule C5H10O2P2 at a distorted geometry.

Summary:
Energy relative to the best compared isomer or geometry (same formula, charge and spin), kJ/mol: 330.62
E, Ha: -1029.53017
Lowest unoccupied orbital energy, eV: 0.2090
Structure (SMILES): C=PC[C@H](O)C=P(=C)O
Gap between HOMO and LUMO, Ha: 0.2893
Molar mass, g/mol: 164.081

Structure (XYZ):
```
19
Properties=species:S:1:pos:R:3:forces:R:3
P 2.8765 -0.1675 -0.3262 -0.499 -0.150 1.321
P -2.3388 -0.3969 -0.2945 0.367 1.619 0.762
O 0.0241 -0.3287 -1.4692 -2.660 -1.870 3.388
O -3.8174 -0.9945 -0.2229 -0.014 0.017 -0.454
C 4.0411 -0.1905 0.8439 0.505 0.792 -1.463
C -2.5739 1.2374 -0.6482 -3.343 -3.373 0.747
C 1.3063 -0.3225 0.7317 -0.229 0.476 -2.847
C -1.1063 -1.2994 0.5447 -1.257 -0.348 -1.923
C 0.2250 -1.0627 -0.1256 2.009 -1.484 -1.407
H 1.5022 -0.6444 1.7181 0.041 -1.086 0.894
H -3.6088 1.5367 -0.9568 0.844 -0.816 0.568
H 5.0273 0.0955 0.4724 0.039 -0.431 0.339
H 0.7340 -2.0921 -0.4652 -1.289 1.905 0.883
H 0.8517 -0.0454 -1.7229 2.930 1.104 -1.138
H -1.9188 1.9007 -0.9967 3.160 2.104 -1.046
H -1.3506 -2.4036 0.6283 0.007 1.466 -0.052
H -4.0448 -1.4673 0.5656 -0.106 -0.533 0.751
H 3.9169 -0.2627 1.8968 -0.162 -0.164 0.688
H 0.9717 0.6913 0.8527 -0.341 0.772 -0.011
```
Forces are in eV/Å.

Atomic partial charges in e from the Mulliken method, atoms 1 to 4: 0.0130, 0.7333, -0.4963, -0.5122

***

| no. | HOMO energy (eV) |
| --- | --- |
| 1 | -8.3 |
| 2 | -8.5 |
| 3 | -10.1 |
| 4 | -8.5 |
| 5 | -9.9 |
| 6 | -7.7 |